Entry 1:
# C2H2IN3S

C2H2IN3S in the gas phase in a non-equilibrium geometry (ωB97M-V/def2-TZVPD, the Open Molecules 2025 dataset).

Geometry as XYZ:
```
9
Properties=species:S:1:pos:R:3
N 1.61 -0.34 0.48
S -2.08 1.40 0.01
H 0.58 1.04 1.75
C 0.64 0.47 0.84
N -0.28 0.50 -0.13
N 0.05 -0.31 -1.12
C 1.20 -0.80 -0.73
H 1.76 -1.50 -1.31
I -3.48 -0.45 0.20
```

Properties
**Kohn-Sham gap**: 0.30833 Eh
**Structure (SMILES)**: ISn1cncn1
**Molar mass**: 227.03 u
**E_HOMO**: -9.6 eV

Need the natural (NBO) charges? In units of e they are:
1 N -0.4724
2 S 0.1671
3 H 0.2135
4 C 0.1497
5 N -0.2434
6 N -0.2957
7 C 0.1264
8 H 0.2021
9 I 0.1529

Entry 2:
# C5H10NO

A gas-phase ion, C5H10NO (charge +1) in a non-equilibrium geometry (ωB97M-V/def2-TZVPD, the Open Molecules 2025 dataset).

Geometry as XYZ:
```
17
Properties=species:S:1:pos:R:3
H -1.69 -1.08 1.33
H 1.44 0.65 -1.39
H 1.64 -1.33 0.78
H 0.66 2.39 0.41
H -0.39 1.61 -0.85
H -0.31 0.75 2.10
C -0.80 0.95 1.21
C 1.22 -0.93 -0.18
C 0.24 1.46 0.09
H -0.50 -0.82 -0.16
O -0.26 -1.49 -1.93
H -2.23 -0.08 -0.11
C -1.43 -0.29 0.62
C 0.99 -1.66 -1.35
N 1.30 0.55 -0.28
H -1.50 1.77 1.42
H 1.61 -2.46 -1.69
```

Properties
**Kohn-Sham gap**: 0.27161 Eh
**Structure (SMILES)**: CCC/[NH+]=C/C=O
**Molar mass**: 100.14 u
**E_HOMO**: -15.0 eV
**Net charge**: +1

Need the natural (NBO) charges? In units of e they are:
1 H 0.2451
2 H 0.4100
3 H 0.2850
4 H 0.2493
5 H 0.2267
6 H 0.2214
7 C -0.4313
8 C 0.1616
9 C -0.2221
10 H 0.1976
11 O -0.3709
12 H 0.2503
13 C -0.4731
14 C 0.2399
15 N -0.4933
16 H 0.2675
17 H 0.2361

What is the E_HOMO in the first record? -9.6 eV

Look up the E_HOMO of the second one. -15.0 eV

molar mass of number 1 (C2H2IN3S)? 227.03 u

Copy entry 2 word for word.
# C5H10NO

A gas-phase ion, C5H10NO (charge +1) in a non-equilibrium geometry (ωB97M-V/def2-TZVPD, the Open Molecules 2025 dataset).

Geometry as XYZ:
```
17
Properties=species:S:1:pos:R:3
H -1.69 -1.08 1.33
H 1.44 0.65 -1.39
H 1.64 -1.33 0.78
H 0.66 2.39 0.41
H -0.39 1.61 -0.85
H -0.31 0.75 2.10
C -0.80 0.95 1.21
C 1.22 -0.93 -0.18
C 0.24 1.46 0.09
H -0.50 -0.82 -0.16
O -0.26 -1.49 -1.93
H -2.23 -0.08 -0.11
C -1.43 -0.29 0.62
C 0.99 -1.66 -1.35
N 1.30 0.55 -0.28
H -1.50 1.77 1.42
H 1.61 -2.46 -1.69
```

Properties
**Kohn-Sham gap**: 0.27161 Eh
**Structure (SMILES)**: CCC/[NH+]=C/C=O
**Molar mass**: 100.14 u
**E_HOMO**: -15.0 eV
**Net charge**: +1

Need the natural (NBO) charges? In units of e they are:
1 H 0.2451
2 H 0.4100
3 H 0.2850
4 H 0.2493
5 H 0.2267
6 H 0.2214
7 C -0.4313
8 C 0.1616
9 C -0.2221
10 H 0.1976
11 O -0.3709
12 H 0.2503
13 C -0.4731
14 C 0.2399
15 N -0.4933
16 H 0.2675
17 H 0.2361